(1)
ORCA calculation (the ωB97M-V functional and the def2-TZVPD basis) on C30H36ClF6N3PPd as an isolated structure.

Calculated values
- Multiplicity: 2
- DFT total energy: -77751.423 eV
- Expectation value of S²: 0.7620
- Energy relative to the best compared isomer or geometry (same formula, charge and spin): 0.00 kJ/mol
- Molecular weight: 725.47 g/mol
- Strongest force on any atom: 0.144 eV/A
- Highest occupied orbital energy (alpha / beta): -14.401 / -14.361 eV
- HOMO-LUMO gap (alpha / beta): 5.921 / 5.775 eV
- Total charge: +2

Atoms and positions in Å:
H 3.1658 -0.9571 -1.4726
H 1.6250 -5.1396 2.3864
C 0.7806 4.3115 0.7688
C 4.8223 -0.8732 2.2952
C -2.2471 -3.6413 1.4839
H 5.4638 0.5142 3.7863
H 4.8815 2.5328 2.4843
P 0.7581 -0.6429 3.2390
H -3.4176 2.3597 -0.5217
C -3.5403 -0.2567 -2.7756
C 1.3332 4.1982 -1.5628
F -0.3712 -1.7709 3.0973
H -1.3912 2.9040 -1.8608
C -2.6285 -1.2040 -1.9821
H -4.7177 0.3002 -1.0387
H -3.5051 -3.5455 3.2031
C -0.7153 0.2963 -2.4654
C 0.9219 2.9518 0.8206
C 0.9857 4.9906 -0.4490
F 1.9014 0.4936 3.1634
H -2.1827 -1.9531 -2.6438
C -0.7884 -2.1986 0.1545
H 5.1109 -1.7430 2.8678
H 0.1272 0.8327 -2.0279
C -2.0764 0.7014 -0.3873
H -1.2791 -5.4149 2.2040
C -4.1296 0.7875 -1.8224
C -2.7509 0.4417 -3.8833
C -2.1943 2.3048 -2.3036
H 0.5125 4.8506 1.6673
H -4.8108 1.4438 -2.3677
F -0.0188 0.1959 1.9840
C -1.4943 -0.3851 -1.3280
H 3.8655 2.2786 0.2430
H -1.0239 1.7333 -4.0323
C 1.2670 -5.2375 1.3601
H 1.0069 6.7983 -1.4152
H 0.9317 -6.2643 1.2194
H 3.2156 0.8686 -1.6246
F -0.0680 0.1645 4.2969
H -1.2614 1.2815 0.0506
N 0.8567 6.3193 -0.5444
N -0.5074 -1.1846 -0.6006
C -2.0860 -2.5231 0.7290
C 3.8580 0.1168 0.2857
H -2.8379 2.9901 -2.8593
Pd 1.5117 0.1542 0.2303
F 1.5759 -1.4830 4.2849
N 1.2471 2.2011 -0.2536
H -4.3846 -3.5147 1.6737
H -3.4114 1.1001 -4.4512
F 1.5942 -1.4350 1.9797
H -3.6923 -5.0271 2.2684
H -0.3094 -0.4768 -3.1250
H 1.2766 -2.8509 -0.0234
C 3.2118 0.0041 -0.9740
C 1.4452 2.8425 -1.4192
H 1.6901 2.2366 -2.2822
H 0.7716 2.4226 1.7533
C -1.1313 -4.5044 1.6293
H 2.1036 -5.0567 0.6889
H -3.2381 -1.7319 -1.2524
C 0.1510 -4.2661 1.1098
H -2.8940 -1.8150 0.6421
C -3.0004 1.6132 -1.2011
C 4.6913 1.5516 2.0739
C 0.3241 -3.0988 0.4255
C -1.6159 1.2501 -3.2516
Cl 4.0689 -2.6025 0.4059
C 4.1215 1.4109 0.8369
H 1.5030 4.6469 -2.5322
H -2.3478 -0.2934 -4.5850
H -4.3439 -0.8515 -3.2134
H 0.6063 6.8773 0.2534
C 4.2560 -1.0248 1.0552
C 5.0246 0.4093 2.8025
C -3.5334 -3.9529 2.1906
H -2.6197 0.2383 0.4386



(2)
ORCA calculation (the ωB97M-V functional and the def2-TZVPD basis) on C30H36CsN5O4PS2Sb as an isolated structure.

Calculated values
- DFT total energy: -85386.297 eV
- Energy relative to the best compared isomer or geometry (same formula, charge and spin): 6.28 kJ/mol
- Molecular weight: 880.42 g/mol
- Strongest force on any atom: 0.824 eV/A
- Highest occupied orbital energy: -0.908 eV
- HOMO-LUMO gap: 4.560 eV
- Total charge: -2

Atoms and positions in Å:
C 2.1627 0.3782 -2.7614
H -0.9672 -1.4451 3.9406
H 3.1099 -0.5016 -4.4702
C -1.1435 -4.8039 3.1361
C -0.3695 -4.0467 -2.4037
H 1.0180 -1.2112 -1.9235
H -2.6231 -1.8527 2.0891
C 4.2679 1.1128 -3.6386
H 0.3124 1.6967 3.7099
C -0.9269 -2.5162 4.1453
N 2.1982 1.2945 -1.7905
C -0.6928 4.7668 -3.4764
H 1.0488 3.4725 2.1766
H -0.7866 5.7023 -4.0345
C 1.5386 4.6218 -0.5775
C 3.5425 -1.2299 1.9854
H 0.2582 -6.4678 -1.3192
P -0.1167 -2.8630 0.3800
C 2.8516 0.0943 2.1165
H -0.6022 -2.9828 -2.3747
N 1.0397 4.4410 -1.8071
H 1.3520 5.5433 1.3592
H 4.4701 -1.1026 1.4306
H 0.0513 0.0200 -2.7646
H 5.0755 1.0403 -4.3583
S -1.6194 3.5464 1.9579
H -1.2200 -6.6817 -2.2841
S -2.9374 3.0040 -1.1795
C -4.7136 4.8555 -0.3105
C -3.5105 4.1252 0.0049
C 3.1835 0.2608 -3.7049
N 3.2508 1.0678 1.2994
H -0.8475 6.5642 0.8057
O -0.1178 -2.9713 1.9940
H -1.2819 -5.3458 2.2013
H -2.7420 -3.4186 -1.1551
N -4.0939 6.1343 2.7788
C 2.6199 2.2470 1.3240
H -3.0049 -4.8002 -2.2503
H 0.0680 -2.7619 4.5215
C -0.3022 5.9990 0.0612
H -0.7056 -4.4527 -3.3608
C -0.8151 -6.2753 -1.3547
C -1.2070 -3.3014 2.8683
N -5.6796 5.4198 -0.5969
C 0.9241 5.4156 0.3725
C -3.6253 5.3332 2.0909
H -0.1669 -5.0647 3.5478
H -1.2870 -6.7847 -0.5123
H 0.7115 -4.1638 -2.3176
O -1.1751 -1.9123 -0.0918
H -1.9186 -5.1025 3.8461
C -0.1259 5.0105 -2.1090
C 1.5787 2.5304 2.1935
C 3.2417 2.1195 -1.7281
H -0.0497 4.0829 -4.0281
H -1.6653 -2.7521 4.9144
C 0.9843 -0.5457 -2.7915
H 2.8961 -1.9128 1.4230
H -3.0770 -5.0335 -0.4936
C 4.3001 2.0617 -2.6290
C -2.9841 4.3491 1.2592
C 1.1562 1.5162 3.0549
O 1.2958 -2.6159 -0.0130
C -0.8326 5.7901 -1.1897
Sb 3.3772 3.5855 -0.1635
H 3.7561 -1.6672 2.9630
C 1.7967 0.2918 3.0068
H -3.3336 -3.1599 3.0596
H 1.4783 -0.5544 3.6054
O -0.5542 -4.3953 0.0158
H -1.8090 6.1752 -1.4554
H -1.6891 4.3288 -3.3615
C -1.0767 -4.7748 -1.2655
H 5.1309 2.7496 -2.5337
H 0.9870 -1.1484 -3.7007
H -2.7916 -3.4635 1.3970
C -2.5740 -2.9169 2.3128
Cs -0.6964 0.7386 0.2279
C -2.5755 -4.4863 -1.2958